Entry 1:
32
Properties=species:S:1:pos:R:3:forces:R:3:nbo_charge:R:1 method="wB97M-V/def2-TZVPD" homo_ha=-0.416 total_charge=+1 e_lumo_ev=-2.7 gap_ev=8.60
C -4.6004 0.8257 -1.6249 0.761 -1.821 -0.953 -0.63
C -0.8492 1.4856 0.2813 0.934 -0.119 -0.287 0.27
C -0.8817 1.4035 -1.0975 -0.804 0.166 -0.788 -0.29
C -1.9400 1.1028 1.0301 -0.593 -0.018 -0.389 -0.30
C -2.0704 1.0717 -1.7494 0.577 -0.277 0.483 -0.17
C -3.1228 0.7879 0.3619 0.695 -0.797 0.329 -0.16
C -3.2139 0.7548 -1.0265 -0.603 1.320 0.074 -0.03
O 0.3664 1.8882 0.8354 -0.140 -0.215 0.607 -0.71
H -0.0904 1.7162 -1.7653 0.469 0.013 0.501 0.23
H 0.2216 2.0755 1.7748 -0.099 0.136 -0.227 0.48
H -1.9508 1.0714 2.1060 0.265 0.109 0.271 0.22
H -2.0213 1.0709 -2.8286 -0.426 0.027 -0.114 0.22
H -3.9373 0.4314 0.9768 -0.342 0.316 -0.101 0.22
H -5.2725 0.1669 -1.0755 -0.306 0.529 0.115 0.22
H -4.6283 0.4720 -2.6611 0.228 -0.198 0.070 0.22
H -4.8947 1.8444 -1.7264 -0.571 0.770 0.542 0.23
C 1.3004 -1.3512 0.2175 0.089 -0.374 -0.022 -0.24
C 0.8425 -2.5339 -0.6272 -0.356 0.400 -1.173 -0.63
C 3.4645 -0.5858 1.1235 0.608 0.474 0.062 0.68
N 2.7651 -1.4371 0.4034 -0.658 -0.361 -0.064 -0.55
N 2.8325 0.4119 1.7510 -0.547 -0.127 -0.475 -0.80
N 4.8057 -0.6518 1.1950 -0.179 -0.058 0.207 -0.76
H 1.1040 -0.4102 -0.2964 -0.300 -0.023 0.174 0.22
H 0.7939 -1.3908 1.1819 0.138 0.275 0.111 0.22
H 1.5194 -3.3835 -0.5339 -0.266 -0.153 0.119 0.21
H 0.7748 -2.2593 -1.6904 0.542 -0.033 0.204 0.23
H 3.1799 -2.2640 0.0017 0.429 0.295 -0.066 0.42
H 1.9487 0.6925 1.3444 -0.307 0.203 0.258 0.44
H 3.1610 0.9302 2.5494 0.484 -0.140 -0.288 0.43
H 5.3107 -1.3359 0.6552 -0.032 -0.015 0.081 0.42
H 5.2750 0.2246 1.3628 0.131 -0.181 0.114 0.42
H -0.1920 -2.8247 -0.4487 0.182 -0.122 0.626 0.25

Entry 2:
31
Properties=species:S:1:pos:R:3:forces:R:3:lowdin_spin:R:1 method="wB97M-V/def2-TZVPD" multiplicity=3 homo_ha="-0.370 / -0.513" total_charge=+1 e_lumo_ev="-4.3 / -8.3" gap_ev="5.77 / 5.66"
C 0.4397 1.9033 -1.8111 -0.342 0.236 2.330 0.30
C -1.4914 1.7953 -0.2143 4.036 -0.041 0.376 0.27
C 1.7475 0.5776 1.1150 1.204 -4.002 0.981 0.00
C 0.0242 -0.2971 -0.4875 -2.027 0.496 3.839 0.07
C -0.0892 1.2538 -0.4911 1.821 -1.821 0.369 0.23
C 0.7819 -0.6632 0.9156 -0.138 1.186 -0.982 0.01
C -0.0287 -0.6802 2.1953 -0.811 -3.559 -1.160 0.00
C 1.5039 -1.9719 0.7378 1.326 -1.940 0.995 0.00
C -1.8893 -0.9678 -2.1150 0.477 -1.182 -1.687 0.01
C -1.3334 -1.0251 -0.6950 -1.146 -0.950 0.537 0.01
N 0.9454 1.6639 0.5812 2.346 2.458 -3.328 0.01
O 1.4956 2.5183 -1.7120 0.237 0.196 -0.642 0.45
O -2.3492 1.8718 -0.9987 -3.512 0.151 -2.774 0.52
H -0.2372 1.6889 -2.5910 -0.704 0.267 -1.526 0.04
H -1.5298 2.1461 0.7695 -0.428 0.960 2.132 0.07
H 1.8890 0.7497 2.2495 0.101 -0.142 -2.045 0.00
H 2.7214 0.1461 0.6519 -1.312 2.269 0.183 0.00
H 0.7002 -0.4594 -1.2500 1.488 -0.993 -1.796 0.01
H -0.7747 -1.4949 1.9915 0.501 0.392 0.936 0.00
H -0.6380 0.1437 2.3183 -1.051 2.195 0.524 0.00
H 0.5774 -0.9081 3.0959 -0.387 0.134 -0.661 0.00
H 0.8819 -2.9644 0.8174 0.825 2.181 -0.351 0.00
H 2.1858 -2.0180 1.6330 -0.372 -0.347 -0.764 0.00
H 2.1884 -2.0328 -0.1575 -0.921 0.162 0.737 0.00
H -2.2304 0.0181 -2.4352 1.049 0.540 -0.022 0.00
H -2.9263 -1.3705 -2.1536 0.960 -0.875 0.073 0.00
H -1.1571 -1.4550 -2.8929 -1.725 0.925 1.257 0.00
H -1.2954 -2.1347 -0.2971 0.121 2.214 -0.853 0.00
H -2.2126 -0.5301 -0.1847 1.397 -0.493 0.550 0.00
H 0.5029 2.0382 1.3614 -1.144 1.306 1.596 0.00
H 1.5973 2.4584 0.0533 -1.870 -1.925 1.179 0.00

How do the records compare in E_tot? In the order shown, they have -17174.4230, -16233.1229 eV.